C51H68IN12O | ωB97M-V/def2-TZVPD

Output
**E_LUMO**: -5.0 eV
**HOMO-LUMO gap**: 0.1549 hartree
**Largest force on an atom**: 4.5 eV Å⁻¹
**Total charge**: +1
**Spin multiplicity**: 1

Bonds (Å) are listed after each position.
Cartesian coordinates (Å):
1 N -1.0703 -1.6653 0.9310  C2 1.502, H16 1.050, H17 1.031
2 C -2.0019 -0.8328 1.7643  N1 1.502, C3 1.606, H18 1.161, H19 1.144
3 C -3.4705 -0.6290 1.1478  C2 1.606, O4 1.471, C5 1.611, H20 1.146
4 O -3.8066 -1.8971 0.4831  C3 1.471, H21 0.981
5 C -3.5985 0.5389 0.0463  C3 1.611, C6 1.595, H22 1.161, H23 1.156
6 C -2.7105 1.8344 0.3217  C5 1.595, C7 1.585, C11 1.585
7 C -2.6025 2.5590 1.7270  C6 1.585, C8 1.570, H24 1.140
8 C -1.7412 3.8532 1.9444  C7 1.570, N9 1.459, H25 1.143
9 N -1.0055 4.4118 0.8148  C8 1.459, C10 1.452, H26 1.039
10 C -1.0381 3.8229 -0.5115  N9 1.452, C11 1.577, H27 1.150
11 C -1.8807 2.5303 -0.8361  C6 1.585, C10 1.577, C12 1.598
12 C -1.8481 2.0401 -2.3563  C11 1.598, C13 1.613, H28 1.141, H29 1.161
13 C -0.3819 1.6533 -2.9061  C12 1.613, C14 1.623, H30 1.161, H31 1.150
14 C 0.0732 0.1414 -2.5314  C13 1.623, I15 2.174, H32 1.158, H33 1.144
15 I 2.1820 -0.0822 -3.0122  C14 2.174
16 H -0.3563 -2.0262 1.6105  N1 1.050
17 H -0.5415 -0.9999 0.3470  N1 1.031
18 H -2.1479 -1.4114 2.7600  C2 1.161
19 H -1.4508 0.1309 2.0424  C2 1.144
20 H -4.2605 -0.4834 1.9652  C3 1.146
21 H -4.2587 -1.7237 -0.3702  O4 0.981
22 H -4.7037 0.8939 0.0732  C5 1.161
23 H -3.4383 0.1427 -1.0279  C5 1.156
24 H -3.1820 2.1038 2.5964  C7 1.140
25 H -1.7029 4.3215 2.9862  C8 1.143
26 H -0.4602 5.2721 1.0208  N9 1.039
27 H -0.4335 4.3528 -1.3339  C10 1.150
28 H -2.5651 1.1879 -2.6067  C12 1.141
29 H -2.1953 2.9455 -2.9940  C12 1.161
30 H -0.4667 1.6661 -4.0639  C13 1.161
31 H 0.4235 2.4327 -2.6486  C13 1.150
32 H -0.5696 -0.6105 -3.1335  C14 1.158
33 H -0.1904 -0.0055 -1.4282  C14 1.144
34 N 0.3322 -2.8503 4.4607  C35 1.369, C38 1.370, H39 1.008
35 C 0.3085 -2.8966 5.8289  N34 1.369, C36 1.374, H40 1.080
36 C 1.1666 -1.9337 6.3013  C35 1.374, C37 1.417, H41 1.080
37 C 1.7250 -1.2777 5.1758  C36 1.417, C38 1.373, H42 1.081
38 C 1.1896 -1.8624 4.0545  N34 1.370, C37 1.373, H43 1.080
39 H -0.1993 -3.4495 3.8483  N34 1.008
40 H -0.3146 -3.6099 6.3471  C35 1.080
41 H 1.3686 -1.7243 7.3418  C36 1.080
42 H 2.4392 -0.4669 5.1847  C37 1.081
43 H 1.3453 -1.6623 3.0049  C38 1.080
44 N 2.3716 0.5500 -6.6384  C45 1.370, C48 1.370, H49 1.009
45 C 2.9445 1.7900 -6.5340  N44 1.370, C46 1.374, H50 1.080
46 C 3.4051 2.1505 -7.7769  C45 1.374, C47 1.417, H51 1.080
47 C 3.0938 1.0922 -8.6658  C46 1.417, C48 1.374, H52 1.080
48 C 2.4540 0.1197 -7.9368  N44 1.370, C47 1.374, H53 1.079
49 H 1.9537 0.0353 -5.8780  N44 1.009
50 H 2.9762 2.3065 -5.5862  C45 1.080
51 H 3.9092 3.0744 -8.0196  C46 1.080
52 H 3.3130 1.0472 -9.7225  C47 1.080
53 H 2.0525 -0.8389 -8.2285  C48 1.079
54 N 3.3460 0.5453 7.8324  C55 1.370, C58 1.370, H59 1.008
55 C 3.3224 0.4997 9.2010  N54 1.370, C56 1.374, H60 1.080
56 C 4.1807 1.4632 9.6720  C55 1.374, C57 1.417, H61 1.080
57 C 4.7386 2.1184 8.5465  C56 1.417, C58 1.374, H62 1.080
58 C 4.2033 1.5330 7.4252  N54 1.370, C57 1.374, H63 1.080
59 H 2.8147 -0.0541 7.2202  N54 1.008
60 H 2.6998 -0.2135 9.7201  C55 1.080
61 H 4.3836 1.6740 10.7118  C56 1.080
62 H 5.4524 2.9290 8.5556  C57 1.080
63 H 4.3588 1.7326 6.3755  C58 1.080
64 N 0.7948 -3.1998 -5.3294  C65 1.369, C68 1.370, H69 1.007
65 C 1.5848 -3.2022 -6.4480  N64 1.369, C66 1.374, H70 1.079
66 C 1.4126 -4.4070 -7.0856  C65 1.374, C67 1.417, H71 1.081
67 C 0.4798 -5.1569 -6.3264  C66 1.417, C68 1.373, H72 1.080
68 C 0.1138 -4.3861 -5.2504  N64 1.370, C67 1.373, H73 1.080
69 H 0.7245 -2.4435 -4.6679  N64 1.007
70 H 2.2007 -2.3501 -6.6921  C65 1.079
71 H 1.9030 -4.7144 -7.9983  C66 1.081
72 H 0.1161 -6.1507 -6.5439  C67 1.080
73 H -0.5694 -4.5789 -4.4369  C68 1.080
74 N -4.2888 3.5014 6.5135  C75 1.369, C78 1.370, H79 1.008
75 C -4.4473 2.2733 5.9288  N74 1.369, C76 1.375, H80 1.080
76 C -3.2020 1.7087 5.7842  C75 1.375, C77 1.418, H81 1.081
77 C -2.2584 2.6285 6.3066  C76 1.418, C78 1.374, H82 1.081
78 C -2.9585 3.7238 6.7520  N74 1.370, C77 1.374, H83 1.080
79 H -5.0350 4.1416 6.7349  N74 1.008
80 H -5.4289 1.9085 5.6656  C75 1.080
81 H -2.9939 0.7403 5.3519  C76 1.081
82 H -1.1862 2.5029 6.3527  C77 1.081
83 H -2.6258 4.6402 7.2157  C78 1.080
84 N 1.4466 -5.1389 -11.1609  C85 1.370, C88 1.370, H89 1.007
85 C 1.9997 -5.5236 -12.3533  N84 1.370, C86 1.374, H90 1.080
86 C 1.7099 -6.8526 -12.5456  C85 1.374, C87 1.417, H91 1.080
87 C 0.9490 -7.2847 -11.4311  C86 1.417, C88 1.373, H92 1.080
88 C 0.7996 -6.2060 -10.5947  N84 1.370, C87 1.373, H93 1.080
89 H 1.5056 -4.2154 -10.7628  N84 1.007
90 H 2.5514 -4.8209 -12.9594  C85 1.080
91 H 2.0112 -7.4476 -13.3952  C86 1.080
92 H 0.5537 -8.2754 -11.2603  C87 1.080
93 H 0.2916 -6.1055 -9.6473  C88 1.080
94 N -0.4691 6.5309 3.9838  C95 1.369, C98 1.370, H99 1.005
95 C -1.1392 6.0415 5.0731  N94 1.369, C96 1.373, H100 1.080
96 C -0.6590 6.6820 6.1885  C95 1.373, C97 1.418, H101 1.080
97 C 0.3338 7.5973 5.7550  C96 1.418, C98 1.373, H102 1.080
98 C 0.4273 7.4839 4.3897  N94 1.370, C97 1.373, H103 1.080
99 H -0.6140 6.2371 3.0337  N94 1.005
100 H -1.8966 5.2800 4.9598  C95 1.080
101 H -0.9861 6.5126 7.2039  C96 1.080
102 H 0.9148 8.2649 6.3742  C97 1.080
103 H 1.0530 7.9959 3.6737  C98 1.080
104 N -1.3895 -6.1190 5.4097  C105 1.370, C108 1.370, H109 1.008
105 C -1.9783 -6.1457 4.1726  N104 1.370, C106 1.373, H110 1.080
106 C -3.2073 -6.7452 4.3012  C105 1.373, C107 1.417, H111 1.080
107 C -3.3689 -7.0879 5.6664  C106 1.417, C108 1.374, H112 1.080
108 C -2.2331 -6.6871 6.3269  N104 1.370, C107 1.374, H113 1.080
109 H -0.4783 -5.7402 5.6131  N104 1.008
110 H -1.4723 -5.7382 3.3098  C105 1.080
111 H -3.9125 -6.9171 3.5013  C106 1.080
112 H -4.2222 -7.5737 6.1165  C107 1.080
113 H -1.9527 -6.7580 7.3670  C108 1.080
114 N -2.0671 -4.7122 -9.0677  C115 1.370, C118 1.370, H119 1.008
115 C -2.6529 -5.0515 -10.2589  N114 1.370, C116 1.374, H120 1.080
116 C -3.9876 -5.2778 -10.0259  C115 1.374, C117 1.417, H121 1.080
117 C -4.2177 -5.0618 -8.6449  C116 1.417, C118 1.374, H122 1.080
118 C -3.0160 -4.7114 -8.0795  N114 1.370, C117 1.374, H123 1.080
119 H -1.0912 -4.4963 -8.9386  N114 1.008
120 H -2.0702 -5.1039 -11.1665  C115 1.080
121 H -4.7177 -5.5658 -10.7680  C116 1.080
122 H -5.1587 -5.1522 -8.1221  C117 1.080
123 H -2.7539 -4.4633 -7.0618  C118 1.080
124 N 4.2393 9.0216 5.1474  C125 1.370, C128 1.370, H129 1.007
125 C 5.5750 9.3129 5.2302  N124 1.370, C126 1.374, H130 1.080
126 C 6.2773 8.1777 4.9068  C125 1.374, C127 1.417, H131 1.080
127 C 5.3309 7.1653 4.6123  C126 1.417, C128 1.374, H132 1.080
128 C 4.0816 7.7153 4.7662  N124 1.370, C127 1.374, H133 1.079
129 H 3.4899 9.6676 5.3366  N124 1.007
130 H 5.9093 10.2998 5.5129  C125 1.080
131 H 7.3533 8.0865 4.8837  C126 1.080
132 H 5.5405 6.1467 4.3195  C127 1.080
133 H 3.0973 7.2911 4.6391  C128 1.079

These are the Mulliken partial charges, in e, on atoms 1 to 99: number 1, N, carries -0.66; number 2, C, carries -0.34; number 3, C, carries 0.31; number 4, O, carries -0.51; number 5, C, carries -0.90; number 6, C, carries 0.45; number 7, C, carries -0.66; number 8, C, carries -0.03; number 9, N, carries 0.08; number 10, C, carries -0.51; number 11, C, carries 0.35; number 12, C, carries -0.76; number 13, C, carries -0.60; number 14, C, carries -0.05; number 15, I, carries 0.01; number 16, H, carries 0.21; number 17, H, carries -0.02; number 18, H, carries 0.32; number 19, H, carries 0.32; number 20, H, carries 0.22; number 21, H, carries 0.31; number 22, H, carries 0.32; number 23, H, carries 0.38; number 24, H, carries 0.34; number 25, H, carries 0.11; number 26, H, carries 0.29; number 27, H, carries 0.38; number 28, H, carries 0.26; number 29, H, carries 0.38; number 30, H, carries 0.35; number 31, H, carries 0.48; number 32, H, carries 0.37; number 33, H, carries -0.23; number 34, N, carries 0.20; number 35, C, carries -0.93; number 36, C, carries -0.14; number 37, C, carries -0.14; number 38, C, carries -0.94; number 39, H, carries 0.18; number 40, H, carries 0.48; number 41, H, carries 0.47; number 42, H, carries 0.47; number 43, H, carries 0.39; number 44, N, carries 0.20; number 45, C, carries -0.38; number 46, C, carries -0.48; number 47, C, carries -0.66; number 48, C, carries -0.39; number 49, H, carries 0.12; number 50, H, carries 0.30; number 51, H, carries 0.40; number 52, H, carries 0.39; number 53, H, carries 0.52; number 54, N, carries 0.14; number 55, C, carries -0.28; number 56, C, carries -0.63; number 57, C, carries -0.60; number 58, C, carries -0.34; number 59, H, carries 0.22; number 60, H, carries 0.34; number 61, H, carries 0.39; number 62, H, carries 0.39; number 63, H, carries 0.34; number 64, N, carries 0.19; number 65, C, carries -0.54; number 66, C, carries -0.57; number 67, C, carries -0.72; number 68, C, carries -0.47; number 69, H, carries 0.13; number 70, H, carries 0.49; number 71, H, carries 0.58; number 72, H, carries 0.47; number 73, H, carries 0.41; number 74, N, carries 0.01; number 75, C, carries -0.69; number 76, C, carries -0.41; number 77, C, carries -0.43; number 78, C, carries -0.76; number 79, H, carries 0.21; number 80, H, carries 0.40; number 81, H, carries 0.66; number 82, H, carries 0.50; number 83, H, carries 0.53; number 84, N, carries 0.16; number 85, C, carries -0.54; number 86, C, carries -0.45; number 87, C, carries -0.78; number 88, C, carries -0.38; number 89, H, carries 0.20; number 90, H, carries 0.42; number 91, H, carries 0.39; number 92, H, carries 0.42; number 93, H, carries 0.53; number 94, N, carries 0.14; number 95, C, carries -0.07; number 96, C, carries -0.49; number 97, C, carries -0.73; number 98, C, carries -0.48; number 99, H, carries 0.07